(1)
{"formula": "C28H79NO11", "method": "wB97M-V/def2-TZVPD", "symbols": ["C", "O", "C", "C", "C", "N", "H", "H", "H", "H", "H", "H", "H", "H", "H", "H", "H", "C", "C", "C", "O", "H", "H", "H", "H", "H", "H", "H", "H", "C", "C", "C", "O", "H", "H", "H", "H", "H", "H", "H", "H", "C", "C", "C", "O", "H", "H", "H", "H", "H", "H", "H", "H", "C", "C", "C", "O", "H", "H", "H", "H", "H", "H", "H", "H", "C", "C", "C", "O", "H", "H", "H", "H", "H", "H", "H", "H", "C", "C", "C", "O", "H", "H", "H", "H", "H", "H", "H", "H", "C", "C", "C", "O", "H", "H", "H", "H", "H", "H", "H", "H", "C", "O", "H", "H", "H", "H", "C", "O", "H", "H", "H", "H", "C", "O", "H", "H", "H", "H"], "xyz": [[-11.06113, 6.95351, -23.32519], [-10.80021, 5.57161, -23.21915], [-10.38459, 5.05967, -24.46988], [-9.78862, 3.64022, -24.23891], [-8.50706, 3.63653, -23.35766], [-9.47751, 3.01597, -25.50156], [-10.21725, 7.48873, -23.76051], [-11.22014, 7.38403, -22.33651], [-11.93703, 7.19119, -23.92884], [-11.22867, 4.97398, -25.15420], [-9.66563, 5.69172, -24.99115], [-10.54832, 3.04404, -23.73342], [-7.70115, 4.10977, -23.91860], [-8.16429, 2.62174, -23.15560], [-8.55397, 4.11888, -22.38133], [-8.81574, 3.54860, -26.04788], [-10.29796, 3.05003, -26.08960], [-18.00021, 16.95466, -16.64178], [-19.07036, 16.05724, -16.01467], [-18.86381, 14.53989, -16.28370], [-19.08185, 16.24313, -14.60089], [-18.25915, 18.01238, -16.68950], [-17.74991, 16.65305, -17.65887], [-17.04827, 16.94241, -16.11099], [-19.99346, 16.35418, -16.51248], [-18.97886, 14.24793, -17.32755], [-19.58388, 13.94610, -15.72066], [-17.84855, 14.30593, -15.96339], [-19.93128, 15.91034, -14.30201], [-20.02279, 10.92805, -24.40161], [-18.61529, 10.42845, -24.37081], [-18.06071, 10.21012, -25.78623], [-17.80610, 11.44411, -23.71135], [-20.23120, 11.65951, -25.18240], [-20.37588, 11.27803, -23.43159], [-20.70681, 10.10988, -24.62702], [-18.52832, 9.43066, -23.94075], [-17.01510, 9.90421, -25.82134], [-18.20581, 11.05756, -26.45622], [-18.63462, 9.42248, -26.27442], [-18.26969, 12.26577, -23.88894], [-17.05294, 10.65371, -11.09098], [-16.74820, 11.45370, -9.76847], [-17.87939, 12.43198, -9.31273], [-16.58172, 10.56998, -8.72658], [-16.15569, 10.09225, -11.35139], [-17.22549, 11.31300, -11.94166], [-17.98274, 10.09144, -11.00495], [-15.82613, 12.02731, -9.86259], [-18.20604, 13.04126, -10.15546], [-17.57648, 13.12054, -8.52391], [-18.69187, 11.84858, -8.87958], [-15.82310, 10.02596, -8.95050], [-11.61370, 16.01731, -23.25742], [-11.53566, 14.83608, -24.17661], [-12.34128, 13.61613, -23.83127], [-11.86887, 15.20616, -25.49609], [-11.14467, 16.89146, -23.70905], [-11.20120, 15.83412, -22.26525], [-12.64509, 16.31941, -23.07556], [-10.50070, 14.50112, -24.10779], [-12.27628, 13.32004, -22.78427], [-11.94137, 12.75611, -24.36842], [-13.37661, 13.68313, -24.16548], [-11.51831, 14.51198, -26.05896], [-10.96043, 8.47160, -12.86716], [-11.26638, 9.93112, -13.00404], [-10.90585, 10.72137, -11.73595], [-10.46648, 10.45227, -14.06320], [-11.59779, 7.87016, -12.21899], [-9.91682, 8.30608, -12.59964], [-11.01134, 7.98798, -13.84268], [-12.32822, 10.10494, -13.17835], [-9.84186, 10.63801, -11.51442], [-11.46483, 10.31587, -10.89261], [-11.31502, 11.72321, -11.86638], [-9.52503, 10.46618, -13.87590], [-15.24456, 9.20481, -17.35340], [-15.49354, 9.27300, -18.80788], [-15.35923, 7.95554, -19.53624], [-16.75233, 9.85603, -18.98538], [-14.97582, 10.20817, -17.02304], [-14.46023, 8.47795, -17.14222], [-16.11216, 8.91249, -16.76186], [-14.79743, 9.93843, -19.31849], [-14.42863, 7.39782, -19.43126], [-15.42714, 8.09320, -20.61538], [-16.12931, 7.23024, -19.27353], [-16.80434, 10.29469, -19.83771], [-12.34108, 1.68005, -19.20488], [-11.11106, 1.85593, -18.39458], [-11.05930, 3.24210, -17.76584], [-11.07817, 0.90856, -17.36788], [-13.23717, 1.76188, -18.58970], [-12.29544, 0.77200, -19.80611], [-12.52928, 2.51654, -19.87789], [-10.23721, 1.72950, -19.03373], [-11.85169, 3.39533, -17.03322], [-11.14671, 3.93413, -18.60343], [-10.11098, 3.40769, -17.25460], [-11.79563, 1.04689, -16.74520], [-16.57313, 4.01518, -14.85641], [-16.34978, 3.39566, -13.59484], [-17.34106, 3.51906, -15.44992], [-16.86901, 5.05469, -14.71512], [-15.69385, 4.18265, -15.47845], [-17.09747, 3.67105, -13.05938], [-20.94948, 7.69221, -15.65329], [-21.51413, 6.42938, -15.27787], [-20.42550, 7.56191, -16.60016], [-21.69548, 8.47314, -15.80071], [-20.18158, 7.99678, -14.94218], [-22.17900, 6.24601, -15.94564], [-12.41591, 15.84607, -15.96601], [-12.60901, 16.91191, -15.05050], [-12.48778, 16.13846, -17.01360], [-11.44404, 15.38624, -15.78676], [-13.11464, 15.03977, -15.74297], [-13.15204, 16.57191, -14.33559]], "homo_lumo_gap_ev": 9.6, "e_above_lowest_kj_mol": 62.88, "energy_ev": -54325.07812, "smiles": "COC[C@H](C)N.CC(C)O.CC(C)O.CC(C)O.CC(C)O.CC(C)O.CC(C)O.CC(C)O.CO.CO.CO"}



(2)
{"formula": "C4H10ClMgO2", "method": "wB97M-V/def2-TZVPD", "symbols": ["Mg", "Cl", "C", "O", "C", "C", "O", "C", "H", "H", "H", "H", "H", "H", "H", "H", "H", "H"], "xyz": [[16.77467, -8.84462, 12.76831], [13.75985, -7.59125, 12.27868], [9.71209, -13.87329, 3.19744], [10.05496, -12.74479, 4.04575], [11.44562, -12.39728, 3.69990], [11.82507, -10.99554, 4.32568], [11.87740, -11.18600, 5.80091], [12.65631, -10.27338, 6.61865], [9.69830, -13.54771, 2.15730], [8.76622, -14.31237, 3.51468], [10.48096, -14.61464, 3.41501], [11.73799, -12.30935, 2.65353], [12.07516, -13.15692, 4.16331], [11.09345, -10.20638, 4.15228], [12.66336, -10.57931, 3.76700], [12.62819, -10.72776, 7.60903], [12.23675, -9.28543, 6.80846], [13.71174, -10.18185, 6.36218]], "charge": 1, "homo_lumo_gap_ev": 1.9, "e_above_lowest_kj_mol": 758.64, "energy_ev": -26359.99326}



(3)
{"formula": "C4H7NO2", "method": "wB97M-V/def2-TZVPD", "symbols": ["C", "C", "C", "C", "N", "O", "O", "H", "H", "H", "H", "H", "H", "H"], "xyz": [[-1.63423, 0.04764, 0.20068], [0.52622, 0.60408, 1.63577], [0.13261, -1.17441, -1.09960], [-0.40003, 0.12219, -0.50957], [-2.61721, -0.03282, 0.84672], [1.51101, -1.40062, -1.21085], [-0.17187, 1.36624, -1.10822], [-0.48377, 0.79671, 2.19488], [1.22726, -0.11027, 2.16239], [0.97586, 1.57193, 1.41045], [-0.38987, -1.93579, -0.49868], [-0.29620, -1.22753, -2.12023], [2.04754, -0.65461, -1.50171], [-0.42732, 2.02726, -0.40203]], "s2": 2.016, "homo_lumo_gap_ev": [7.7, 9.0], "e_above_lowest_kj_mol": 96.04, "multiplicity": 3, "energy_ev": -9840.66059}